*a*
Molecular formula: C4H15N2O2
Method: DFT, ωB97M-V with the def2-TZVPD basis set

Last column: Löwdin charge in e.
Positions of all 23 atoms, in Å:
C1 -2.05581 1.95391 -0.93847  -0.074
C2 -0.98968 1.37116 0.03742  -0.159
C3 -0.10629 0.35458 -0.66626  -0.348
C4 1.26987 0.46073 -0.71308  0.012
N1 1.90202 -0.61974 -1.33761  0.084
N2 -0.76324 -0.45901 -1.57975  0.228
H1 -1.54143 2.56939 -1.66916  0.093
H2 -2.70088 1.16550 -1.31224  0.073
H3 -2.79872 2.47850 -0.37410  0.077
H4 -1.45031 0.83676 0.88915  0.121
H5 -0.49215 2.33263 0.16673  0.123
H6 1.72432 1.35325 -0.28781  0.155
H7 2.74461 -0.35565 -1.84753  0.123
H8 2.29914 -1.21135 -0.58489  0.113
H9 -0.01421 -1.06661 -1.94682  0.119
H10 -1.39243 -1.09804 -1.03097  0.040
H11 -1.43091 -1.49662 0.20070  0.235
H12 -0.63090 -1.25750 1.39687  0.008
H13 -0.68403 -1.62146 3.03590  0.076
O1 -0.11063 -1.42310 2.28370  -0.084
H14 1.67342 -1.57209 2.19908  0.001
H15 3.08319 -1.32315 2.41132  0.059
O2 2.46503 -1.37209 1.66782  -0.073

Properties
HOMO-LUMO gap   5.641 eV
Net charge   +1
Molar mass   123.176 g mol⁻¹



*b*
Molecular formula: C4H15N2O2
Method: DFT, ωB97M-V with the def2-TZVPD basis set

Last column: Löwdin charge in e.
Positions of all 23 atoms, in Å:
C1 -0.69627 -2.05973 -0.36959  -0.090
C2 -0.90454 -0.90270 -1.34987  -0.238
C3 -1.95732 0.09465 -0.92267  -0.155
N1 -1.61851 0.75438 0.34880  0.085
C4 -0.69415 1.66351 0.46213  -0.162
N2 -0.39872 2.22393 1.61087  0.186
H1 -0.01904 -1.78900 0.42900  0.062
H2 -1.64575 -2.43859 0.02501  0.079
H3 -0.34683 -2.93709 -0.91916  0.081
H4 0.06615 -0.39921 -1.46319  0.099
H5 -1.08579 -1.23833 -2.36766  0.117
H6 -2.11203 0.88445 -1.64079  0.125
H7 -2.88673 -0.44322 -0.80673  0.129
H8 -2.05368 0.42262 1.19474  0.169
H9 -0.13510 1.95847 -0.41084  0.162
H10 0.23251 3.00376 1.67154  0.134
H11 -0.94885 2.09278 2.45033  0.141
H12 2.10018 -0.22464 -0.00098  0.000
H13 2.59234 0.90715 0.91420  0.059
O1 1.78387 0.54769 0.51705  -0.084
H14 3.38358 -2.45636 0.12641  0.071
H15 3.41501 -1.85925 -1.27528  0.077
O2 3.00901 -1.73672 -0.39840  -0.047

Properties
HOMO-LUMO gap   11.730 eV
Net charge   +1
Molar mass   123.176 g mol⁻¹



*c*
Molecular formula: C4H15N2O2
Method: DFT, ωB97M-V with the def2-TZVPD basis set

Last column: Löwdin charge in e.
Positions of all 23 atoms, in Å:
C1 -1.05744 0.72855 -2.35354  -0.093
C2 0.37226 0.35696 -1.89156  -0.230
C3 1.13665 1.48744 -1.21506  -0.143
N1 1.19376 1.47975 0.27208  0.093
C4 1.10802 0.36428 0.94370  -0.136
N2 1.31019 0.26955 2.24488  0.188
H1 -1.65143 1.17916 -1.54698  0.081
H2 -1.11040 1.38958 -3.19698  0.071
H3 -1.56571 -0.21383 -2.54420  0.075
H4 0.17677 -0.56322 -1.35124  0.085
H5 0.95767 0.12590 -2.78487  0.119
H6 2.14013 1.64234 -1.61986  0.127
H7 0.57238 2.36942 -1.55578  0.128
H8 1.46454 2.30265 0.78729  0.166
H9 0.90288 -0.58437 0.47678  0.146
H10 1.10643 -0.63688 2.65371  0.091
H11 1.34763 1.07600 2.86343  0.144
H12 -0.90361 -2.40452 1.99250  -0.001
H13 0.15092 -3.21702 2.55203  0.059
O1 -0.15278 -2.31091 2.57776  -0.043
H14 -2.91929 -2.21101 0.60688  0.088
H15 -2.40386 -1.07034 1.44005  0.044
O2 -2.17570 -1.55947 0.64897  -0.060

Properties
HOMO-LUMO gap   11.621 eV
Net charge   +1
Molar mass   123.176 g mol⁻¹



*d*
Molecular formula: C4H15N2O2
Method: DFT, ωB97M-V with the def2-TZVPD basis set

Last column: Löwdin charge in e.
Positions of all 23 atoms, in Å:
C1 2.11394 0.49322 0.50596  -0.182
O1 3.11784 0.50078 -0.51920  -0.046
C2 0.68561 0.16084 0.05094  -0.341
C3 -0.02606 -0.48432 1.20086  -0.159
C4 -1.53018 -0.29533 1.33938  -0.228
N1 -2.04223 -1.59866 1.00923  0.154
N2 0.81410 -0.73278 -1.14166  0.137
H1 2.47398 -0.19679 1.26432  0.125
H2 2.21294 1.49764 0.92020  0.139
H3 2.87416 -0.10852 -1.22468  0.070
H4 0.14282 1.02210 -0.31215  0.135
H5 0.26564 -1.49799 1.56761  0.156
H6 0.34082 -0.00763 2.12746  0.139
H7 -1.79970 0.01121 2.35270  0.138
H8 -1.89072 0.51528 0.70111  0.113
H9 -1.46943 -1.11472 -1.29022  0.334
H10 -2.88472 -1.90197 1.49445  0.128
H11 -1.89068 -1.87578 0.01838  0.041
H12 -0.14490 -1.16834 -1.28485  0.011
H13 0.72099 -0.04650 -1.90182  0.114
H14 -2.46326 1.10226 -2.31581  0.034
H15 -2.52587 2.63007 -2.13928  0.047
O2 -2.26735 1.82260 -1.69890  -0.057

Properties
HOMO-LUMO gap   4.840 eV
Net charge   +1
Molar mass   123.176 g mol⁻¹



Least stable structure: *d*